The following is a quantum chemistry calculation of the molecule C15H15N3O3 in a non-equilibrium geometry, from the OMol25 dataset.

Values from the calculation:
energy above the lowest of the compared OMol25 structures with the same formula, charge and spin = 13.297 eV
SMILES string = O=C(CCC(=O)Nc1ccccc1)N/N=C/c1ccco1

Each atom is followed by the atoms it is bonded to, with distances in Å.
Element x y z (Å)
1 O 0.473 1.240 -0.575  C2 1.131
2 C 1.061 1.309 0.389  O1 1.131, C3 1.472, N14 1.356
3 C 1.051 2.057 1.656  C2 1.472, C4 1.671, H22 0.977, H23 0.857
4 C -0.151 3.208 1.503  C3 1.671, C5 1.570, H24 0.904, H25 1.178
5 C -1.485 2.410 1.727  C4 1.570, O6 1.206, N7 1.436
6 O -2.277 2.582 2.620  C5 1.206
7 N -1.961 1.556 0.674  C5 1.436, C8 1.312, H26 1.170
8 C -3.081 0.926 0.412  N7 1.312, C9 1.492, C13 1.348
9 C -4.078 0.699 1.499  C8 1.492, C10 1.439, H27 1.066
10 C -5.308 -0.006 1.252  C9 1.439, C11 1.315, H28 1.131
11 C -5.347 -0.847 0.242  C10 1.315, C12 1.610, H29 0.987
12 C -4.455 -0.694 -1.089  C11 1.610, C13 1.454, H30 1.000
13 C -3.330 0.103 -0.626  C8 1.348, C12 1.454, H31 1.162
14 N 2.073 0.411 0.480  C2 1.356, N15 1.339, H32 1.082
15 N 2.585 -0.404 -0.451  N14 1.339, C16 1.255
16 C 3.677 -1.003 -0.296  N15 1.255, C17 1.520, H33 1.104
17 C 4.131 -2.149 -1.186  C16 1.520, C18 1.274, O21 1.242
18 C 3.691 -2.480 -2.336  C17 1.274, C19 1.419, H34 1.325
19 C 4.376 -3.420 -3.149  C18 1.419, C20 1.398, H35 1.152
20 C 5.331 -3.716 -2.172  C19 1.398, O21 1.474, H36 1.157
21 O 5.097 -2.899 -0.968  C17 1.242, C20 1.474
22 H 0.856 1.537 2.459  C3 0.977
23 H 1.757 2.543 1.676  C3 0.857
24 H -0.146 3.893 2.092  C4 0.904
25 H -0.101 3.604 0.394  C4 1.178
26 H -1.279 1.648 -0.273  N7 1.170
27 H -4.109 1.474 2.231  C9 1.066
28 H -6.055 0.129 2.090  C10 1.131
29 H -6.171 -1.368 0.089  C11 0.987
30 H -4.566 -1.412 -1.778  C12 1.000
31 H -2.373 0.214 -1.275  C13 1.162
32 H 2.804 0.504 1.273  N14 1.082
33 H 4.140 -1.288 0.664  C16 1.104
34 H 2.773 -1.767 -2.972  C18 1.325
35 H 4.330 -3.991 -4.149  C19 1.152
36 H 6.070 -4.605 -2.127  C20 1.157



The following is a quantum chemistry calculation of the molecule H3N in a non-equilibrium geometry, from the OMol25 dataset.

Values from the calculation:
energy above the lowest of the compared OMol25 structures with the same formula, charge and spin = 0.218 eV
SMILES string = N

Each atom is followed by the atoms it is bonded to, with distances in Å.
Element x y z (Å)
1 N 0.002 -0.028 0.220  H2 0.945, H3 0.977, H4 1.066
2 H -0.686 -0.642 0.014  N1 0.945
3 H -0.239 0.903 0.045  N1 0.977
4 H 0.922 -0.233 -0.279  N1 1.066



The following is a quantum chemistry calculation of the molecule C3H6NP in a non-equilibrium geometry, from the OMol25 dataset.

Values from the calculation:
energy above the lowest of the compared OMol25 structures with the same formula, charge and spin = 1.212 eV
SMILES string = CPCC#N

Each atom is followed by the atoms it is bonded to, with distances in Å.
Element x y z (Å)
1 C 1.525 -0.119 0.509  P2 1.943, H6 1.094, H7 1.104, H8 1.160
2 P 0.001 1.032 0.867  C1 1.943, C3 1.907, H9 1.351
3 C -1.230 -0.178 0.056  P2 1.907, C4 1.398, H10 1.057, H11 1.105
4 C -1.450 -0.337 -1.317  C3 1.398, N5 1.128
5 N -1.025 -0.403 -2.360  C4 1.128
6 H 1.968 0.160 -0.451  C1 1.094
7 H 0.889 -0.971 0.804  C1 1.104
8 H 2.463 0.026 1.176  C1 1.160
9 H 0.010 2.092 0.031  P2 1.351
10 H -2.160 -0.050 0.541  C3 1.057
11 H -0.990 -1.253 0.143  C3 1.105



The following is a quantum chemistry calculation of the molecule C2H4N2OS in a non-equilibrium geometry, from the OMol25 dataset.

Values from the calculation:
energy above the lowest of the compared OMol25 structures with the same formula, charge and spin = 3.202 eV
SMILES string = [H]/N=C\N(S)C=O

Each atom is followed by the atoms it is bonded to, with distances in Å.
Element x y z (Å)
1 H -2.007 0.652 -0.515  N2 1.085
2 N -1.402 1.526 -0.295  H1 1.085, C3 1.358
3 C -0.133 1.173 0.035  N2 1.358, N4 1.504, H8 1.124
4 N 0.321 -0.248 -0.155  C3 1.504, S5 1.857, C6 1.376
5 S 2.171 -0.207 -0.315  N4 1.857, H9 1.385
6 C -0.565 -1.297 -0.062  N4 1.376, O7 1.208, H10 1.184
7 O -1.765 -1.258 -0.197  C6 1.208
8 H 0.797 1.728 0.337  C3 1.124
9 H 2.562 0.216 0.944  S5 1.385
10 H 0.023 -2.285 0.224  C6 1.184